Formula: C54H120N6O9
Source: the Open Molecules 2025 dataset
Level of theory: the ωB97M-V functional and the def2-TZVPD basis

- Molar mass: 997.6 Da
- Structure (SMILES): CC1(C)CCCC(C)(C)N1O.CC1(C)CCCC(C)(C)N1O.CC1(C)CCCC(C)(C)N1O.CC1(C)CCCC(C)(C)N1O.CC1(C)CCCC(C)(C)N1O.CC1(C)CCCC(C)(C)N1O.O.O.O
- LUMO level: 0.25 eV
- Total energy: -3134.8433 hartree
- E_HOMO: -7.87 eV
- Energy above the lowest of the compared OMol25 structures with the same formula, charge and spin: 92.0 kJ/mol

The geometry in XYZ format:
```
189
Properties=species:S:1:pos:R:3:lowdin_charge:R:1
O 3.74324 2.18007 -4.74718 -0.058
H 4.18115 2.31678 -5.59474 0.040
H 2.85419 2.53256 -4.87311 0.021
O -1.19318 3.67608 -6.03092 -0.070
H -0.28375 3.77862 -6.32551 0.026
H -1.12208 3.21984 -5.17475 -0.018
O 2.24686 6.07213 -1.13686 -0.056
H 1.96054 5.50830 -1.86412 0.010
H 1.43475 6.46666 -0.80064 0.039
C 4.61008 -0.41198 -1.03457 -0.033
C 4.26381 -1.67083 -0.27940 -0.472
C 5.52315 -2.09089 0.51035 -0.132
C 5.25337 -3.12908 1.58391 -0.197
C 4.25415 -2.60182 2.57854 -0.143
C 2.96200 -2.09307 1.91469 -0.490
N 3.18935 -1.36746 0.68505 -0.091
O 2.09248 -0.63830 0.18373 -0.045
C 2.04287 -3.29910 1.64472 -0.019
C 2.30317 -1.15454 2.96175 -0.022
C 3.94175 -2.84327 -1.23023 -0.015
H 5.33812 -0.45800 -1.84973 0.100
H 5.06970 0.37556 -0.42232 0.076
H 3.77129 0.11981 -1.49584 0.046
H 6.20706 -2.56820 -0.19710 0.124
H 6.03744 -1.24284 0.96655 0.121
H 6.17518 -3.38979 2.11129 0.116
H 4.88756 -4.08073 1.18642 0.101
H 4.75201 -1.82276 3.16441 0.121
H 3.97225 -3.39528 3.27422 0.125
H 1.53896 -3.68302 2.53169 0.088
H 1.26106 -2.98176 0.95198 0.052
H 2.64005 -4.04116 1.11213 0.078
H 2.88883 -0.23460 3.04972 0.050
H 1.29199 -0.87097 2.66655 0.068
H 2.26237 -1.54554 3.97970 0.091
H 2.89761 -2.92565 -1.52764 0.081
H 4.28582 -3.78378 -0.79776 0.066
H 4.54986 -2.78563 -2.13795 0.083
H 2.44675 0.25479 0.27933 0.044
C -6.04534 3.20184 6.49510 -0.044
C -4.84438 2.80574 5.65667 -0.509
C -4.74054 1.25335 5.70949 -0.122
C -3.72200 0.71925 4.68900 -0.187
C -4.05408 1.18256 3.29755 -0.154
C -4.19963 2.71417 3.15859 -0.478
N -5.03501 3.21188 4.25765 -0.109
O -5.40602 4.56750 4.12349 -0.012
C -2.81270 3.39190 3.13496 -0.014
C -4.95115 2.94462 1.84183 -0.028
C -3.56076 3.30685 6.33246 -0.038
H -5.88079 2.84717 7.51035 0.087
H -6.94622 2.69106 6.12403 0.085
H -6.44071 4.21383 6.39630 0.079
H -4.37562 0.90829 6.67828 0.117
H -5.70556 0.77815 5.52523 0.119
H -3.62458 -0.36875 4.73002 0.106
H -2.69855 1.05058 4.89860 0.105
H -4.92735 0.65375 2.90498 0.120
H -3.23570 0.82974 2.65832 0.080
H -2.73132 4.18508 3.87691 0.075
H -1.99278 2.69713 3.33559 0.079
H -2.55052 3.84466 2.17524 0.071
H -5.25130 3.99407 1.74829 0.078
H -4.27555 2.85038 0.98915 0.068
H -5.85426 2.34946 1.72098 0.088
H -3.53905 4.39716 6.40361 0.090
H -2.66252 2.93073 5.84862 0.066
H -3.54461 2.96551 7.36975 0.082
H -6.13889 4.51774 3.50063 0.094
C -3.12367 -5.54202 -0.17728 -0.026
C -1.80533 -4.99770 0.42115 -0.489
C -1.04751 -4.37390 -0.78801 -0.126
C -1.60273 -3.01661 -1.17041 -0.175
C -1.43113 -2.04479 -0.01437 -0.112
C -2.27547 -2.52212 1.19677 -0.469
N -2.16114 -3.98504 1.42804 -0.120
O -2.88115 -4.44367 2.52619 -0.008
C -1.87982 -1.74402 2.43501 -0.014
C -3.74027 -2.23393 0.90283 -0.032
C -0.97654 -6.05661 1.06128 -0.039
H -3.88794 -4.79737 -0.39349 0.071
H -3.56409 -6.28055 0.49779 0.084
H -3.00242 -6.03767 -1.14663 0.076
H 0.01195 -4.24466 -0.55067 0.107
H -1.19670 -5.01375 -1.65639 0.100
H -2.60615 -3.20136 -1.56776 0.100
H -1.08275 -2.66048 -2.06801 0.111
H -1.61171 -0.99080 -0.23605 0.071
H -0.36635 -2.03904 0.23862 0.094
H -2.30895 -2.11364 3.36736 0.083
H -0.79311 -1.70209 2.55237 0.072
H -2.21205 -0.70519 2.35777 0.050
H -4.11587 -2.60140 -0.05371 0.071
H -4.37509 -2.66101 1.68314 0.089
H -4.00062 -1.16860 0.87896 0.076
H -1.02060 -7.01817 0.53809 0.092
H -1.31167 -6.35595 2.06260 0.080
H 0.07286 -5.83826 1.27768 0.078
H -2.22580 -4.57460 3.22527 0.105
C -3.01704 1.28355 -3.47859 -0.037
C -1.98064 1.82914 -2.49418 -0.489
C -2.35627 1.19053 -1.12516 -0.120
C -1.29291 1.49168 -0.06789 -0.158
C 0.08922 1.04452 -0.51090 -0.121
C 0.49790 1.58038 -1.88257 -0.460
N -0.62679 1.47014 -2.83426 -0.075
O -0.26496 1.73432 -4.19175 -0.043
C 0.97826 3.04615 -1.81279 -0.022
C 1.65104 0.73221 -2.41743 -0.012
C -2.25138 3.37102 -2.43699 -0.012
H -3.03883 0.19397 -3.37522 0.076
H -4.02826 1.65816 -3.33449 0.087
H -2.78984 1.48319 -4.52934 0.081
H -3.25404 1.74709 -0.83574 0.109
H -2.66564 0.14530 -1.15605 0.099
H -1.30006 2.57153 0.09955 0.101
H -1.54489 0.99279 0.87066 0.097
H 0.10644 -0.04396 -0.61269 0.098
H 0.79538 1.43292 0.22463 0.116
H 1.21031 3.40108 -2.81920 0.081
H 1.86705 3.19694 -1.19322 0.080
H 0.23448 3.69640 -1.34976 0.069
H 1.34872 -0.20072 -2.89712 0.102
H 2.34175 0.46286 -1.61618 0.032
H 2.22077 1.33911 -3.12099 0.065
H -1.90326 3.85864 -1.52760 0.065
H -1.66264 3.79156 -3.25619 0.072
H -3.29087 3.59623 -2.65586 0.081
H 0.09679 0.85406 -4.37426 0.048
C -0.36730 -2.15134 -7.66205 -0.014
C -1.12526 -2.02333 -6.30067 -0.503
C -2.55756 -1.53141 -6.57139 -0.117
C -3.42816 -2.63579 -7.21424 -0.174
C -3.60066 -3.76972 -6.20312 -0.143
C -2.24381 -4.32519 -5.82899 -0.520
N -1.30414 -3.27094 -5.53692 -0.094
O -0.02966 -3.77617 -5.17760 -0.023
C -2.48531 -5.16721 -4.55610 -0.027
C -1.69500 -5.24292 -6.97772 -0.008
C -0.37720 -1.09724 -5.39692 -0.044
H 0.61521 -2.56393 -7.42903 0.087
H -0.17260 -1.10355 -7.90464 0.080
H -0.87534 -2.63847 -8.48523 0.066
H -3.09253 -1.06498 -5.74778 0.109
H -2.43162 -0.75625 -7.33723 0.122
H -2.98593 -3.01553 -8.13856 0.100
H -4.37102 -2.17588 -7.51889 0.112
H -4.19707 -4.51939 -6.72329 0.123
H -4.11729 -3.27435 -5.37785 0.124
H -1.53504 -5.63396 -4.28696 0.072
H -2.86239 -4.54107 -3.74637 0.076
H -3.23863 -5.92852 -4.75328 0.092
H -2.38148 -5.93989 -7.46172 0.083
H -1.32916 -4.58563 -7.76348 0.058
H -0.84926 -5.83225 -6.62312 0.077
H -1.04054 -0.87496 -4.55425 0.083
H -0.13680 -0.13598 -5.84713 0.088
H 0.52865 -1.56447 -5.01085 0.091
H -0.14593 -4.29394 -4.37300 0.084
C 5.45731 2.23459 5.87150 -0.045
C 5.31620 3.22543 4.70591 -0.512
C 6.62839 3.35028 3.93465 -0.141
C 6.47154 4.26389 2.74467 -0.194
C 5.52052 3.59665 1.77909 -0.133
C 4.15731 3.15814 2.40423 -0.465
N 4.31512 2.67194 3.78422 -0.102
O 3.07003 2.36931 4.37450 -0.010
C 3.23663 4.38712 2.31412 -0.023
C 3.66056 1.98391 1.55577 -0.049
C 4.91873 4.53356 5.38336 -0.035
H 6.05456 2.66256 6.68262 0.085
H 5.79620 1.22106 5.65561 0.083
H 4.50219 2.16642 6.40085 0.075
H 7.41726 3.77284 4.56832 0.124
H 7.01971 2.38599 3.59927 0.125
H 7.39592 4.61605 2.28483 0.118
H 6.01922 5.19612 3.10558 0.101
H 6.01036 2.83365 1.17221 0.116
H 5.31038 4.43903 1.10861 0.118
H 3.76852 5.32985 2.47523 0.075
H 2.61159 4.52628 1.43243 0.073
H 2.56460 4.38984 3.18015 0.080
H 2.65952 1.65632 1.84741 0.073
H 3.62537 2.11698 0.47162 0.082
H 4.35846 1.15186 1.68765 0.081
H 5.71814 5.03600 5.93328 0.090
H 4.06358 4.47617 6.05477 0.088
H 4.67396 5.26440 4.60467 0.065
H 3.07857 1.40571 4.36660 0.085
```